The following is a quantum chemistry calculation of 2 unconnected molecules or ions with the total composition C4H11N2 in a non-equilibrium geometry, from the OMol25 dataset.

```
17
Properties=species:S:1:pos:R:3:forces:R:3
C -2.10470 -0.18257 -0.11700 1.53 2.06 2.71
C -1.01246 -0.62958 -0.72903 0.63 0.19 0.32
C 0.78986 1.90490 -0.15642 0.30 -2.49 0.19
C 0.33932 -0.57152 -0.19883 -0.46 1.81 -0.08
N 1.43747 -1.21375 -0.77176 -0.31 0.01 -0.38
N 0.22408 -0.67432 1.32784 -3.03 -0.88 -2.12
H -2.99238 0.12619 -0.53573 -1.98 -0.41 -1.42
H -2.06738 0.44556 0.87300 0.20 -1.44 -1.40
H -1.02400 -0.97468 -1.72509 -0.42 -0.32 -1.15
H 1.81594 1.88650 -0.37846 1.40 -0.12 0.40
H 0.41369 1.88826 0.82745 -0.25 0.51 0.86
H 0.28366 2.33002 -0.94595 -1.68 0.74 -1.29
H 2.22149 -0.57928 -0.58206 0.17 -1.10 -0.93
H 1.37046 -1.68422 -1.74815 0.07 1.50 2.46
H 0.26149 -1.70324 1.44309 0.03 0.66 1.02
H -0.75288 -0.24683 1.53456 1.51 -1.46 -0.34
H 0.79636 -0.12144 1.88255 2.28 0.73 1.15
```
Forces are in eV/Å.

Energy above the lowest of the compared OMol25 structures with the same formula, charge and spin   5.718 eV
Frontier orbital gap (alpha / beta)   8.086 / 8.230 eV
Total energy   -7295.2302 eV
Net charge   +1

Atom charges from the Löwdin analysis, given in e for atoms 1 to 6: 0.0437, -0.1258, 0.1507, -0.3619, 0.0874, 0.2157

=====

The following is a quantum chemistry calculation of a molecular structure, C20B5O44V2 in a non-equilibrium geometry, from the OMol25 dataset.

```
71
Properties=species:S:1:pos:R:3:forces:R:3
O 0.38543 -6.86854 3.84034 1.81 -0.29 3.06
V -0.50562 -6.95541 2.57575 -0.94 2.04 -2.40
O 0.33744 -7.53033 1.34130 -0.03 -1.26 -0.84
O 5.36214 2.08777 -1.91203 -0.34 0.09 0.69
V 4.17084 2.16829 -0.88177 -0.24 -1.42 0.09
O 4.68857 1.66384 0.52664 0.02 0.37 -1.39
O 0.32304 4.12825 3.73215 2.60 2.35 -1.78
C 0.92352 4.61446 2.76876 -1.33 -2.49 0.84
O 2.22832 4.90426 2.54503 0.33 0.14 1.56
B 2.53721 5.10321 1.11337 -1.85 0.15 1.64
O 1.24767 4.91666 0.52642 -0.14 -0.06 -2.17
C 0.28808 4.65827 1.38744 -5.00 -0.86 -0.69
O -0.91669 4.44602 1.11169 4.57 1.30 1.08
O 3.04783 6.45635 0.78858 -2.26 1.12 1.53
C 4.08778 6.48252 0.08795 2.91 3.51 -1.78
O 4.65469 7.53993 -0.31913 -1.25 -3.79 0.92
C 4.48887 5.00034 -0.03937 -1.18 0.73 1.41
O 3.61045 4.27835 0.62973 -0.55 -0.78 -0.53
O 5.41999 4.46733 -0.49902 2.74 -0.94 -2.20
O 3.56074 -2.58670 -1.01679 -1.78 2.09 -3.64
C 2.93387 -2.08014 -1.99871 3.56 -0.88 5.64
O 2.29197 -2.71266 -2.87168 -1.50 -1.03 -1.99
B 1.34748 -1.77146 -3.54408 -1.63 -1.40 0.18
O 1.78228 -0.44719 -3.15616 1.70 0.86 0.59
C 2.76656 -0.56739 -2.26336 -1.18 -0.78 -0.55
O 3.41452 0.29556 -1.74398 0.35 1.26 0.38
O -0.02990 -2.01307 -3.05320 0.43 0.13 -1.89
C -0.84270 -2.17371 -4.14049 -1.10 -0.21 2.18
O -2.03917 -2.25856 -4.03311 1.45 -0.13 -1.21
C 0.07096 -2.29688 -5.38960 -2.18 -0.66 -3.47
O 1.30331 -2.07440 -5.00867 0.30 0.37 -0.13
O -0.34860 -2.57124 -6.55906 1.94 0.98 4.14
O -2.66516 1.42473 0.52344 1.03 0.78 -3.55
C -2.21288 1.64263 -0.61141 -0.55 -0.01 3.87
O -1.51162 2.72616 -0.95960 -0.04 0.13 -0.13
B -0.72878 2.53682 -2.20035 -2.79 -2.49 0.94
O -1.36920 1.21693 -2.71685 0.00 1.18 0.34
C -2.19189 0.67136 -1.75456 0.27 -3.30 -2.34
O -2.65323 -0.46814 -1.86058 0.80 3.81 0.51
O 0.65776 2.22494 -1.90524 2.87 3.81 -1.19
C 1.42095 3.31877 -2.33641 0.75 -6.52 1.86
O 2.65671 3.28065 -2.26961 -1.03 0.82 0.72
C 0.55082 4.24646 -3.03965 -3.09 2.48 -0.10
O -0.74670 3.76295 -3.02024 2.70 0.51 -0.45
O 0.90670 5.35186 -3.38314 -0.45 -1.13 -0.32
O -4.67824 -1.40699 0.24299 0.53 -0.19 3.81
C -4.50207 -1.73799 1.43217 -1.74 2.87 -5.28
O -4.69502 -2.96215 1.80808 0.25 -1.24 0.30
B -4.14360 -3.11335 3.11439 0.00 2.02 -0.19
O -3.97102 -1.70788 3.62133 0.09 -2.53 2.38
C -4.18650 -0.85015 2.69393 1.90 2.26 -2.50
O -3.91120 0.33255 2.73538 -1.46 -1.62 0.12
O -5.04709 -3.90215 3.90122 0.65 -1.79 0.41
C -4.47135 -5.10559 4.06041 -0.05 1.69 1.06
O -4.88985 -5.94156 4.78734 -0.55 -1.54 0.25
C -3.04107 -5.05851 3.48838 2.24 1.17 -1.01
O -2.83495 -3.81776 3.04820 -0.56 -1.85 0.87
O -2.15800 -5.91603 3.52178 -2.30 0.57 -0.09
O 0.00134 1.57431 2.43554 0.21 -0.79 0.41
C 0.17407 0.49968 1.90715 -1.37 3.44 1.55
O -0.55149 -0.55611 1.99618 -0.49 -1.41 0.03
B -0.09154 -1.47135 0.92681 0.38 -0.52 1.62
O 1.10879 -0.79895 0.36645 -1.10 -5.59 -2.14
C 1.16195 0.32987 0.85327 0.55 2.42 0.47
O 1.84565 1.18892 0.42951 2.59 3.24 -0.82
O -1.14137 -1.76717 0.03776 -0.94 -0.87 -1.02
C -1.51537 -3.04537 0.07856 -2.69 -1.45 -2.34
O -2.44896 -3.57731 -0.58733 4.10 1.91 3.10
C -0.51387 -3.70814 1.11249 0.11 -3.36 0.77
O 0.28449 -2.76771 1.57869 -0.78 -1.51 -0.68
O -0.48811 -4.95291 1.39857 -0.32 4.12 -0.51
```
Forces are in eV/Å.

Frontier orbital gap (alpha / beta)   5.932 / 7.266 eV
2S+1   2
Total energy   -165611.9454 eV
Net charge   -4

Atom charges from the Löwdin analysis, given in e for atoms 1 to 6: -0.4847, 0.7640, -0.5365, -0.2994, 1.0121, -0.2641

=====

The following is a quantum chemistry calculation of a molecular structure, C26H21I2MgN5O6 in a non-equilibrium geometry, from the OMol25 dataset.

```
61
Properties=species:S:1:pos:R:3:forces:R:3
Mg 0.66924 -0.18325 0.21903 0.32 1.07 1.40
I 5.42544 -0.39860 6.54584 0.35 -0.30 0.11
C 3.94625 -0.49250 5.09936 -0.35 -0.34 -0.45
C 2.68292 -0.06749 5.47976 -0.05 1.07 0.38
C 1.76257 0.26202 4.48943 -0.16 -1.24 -0.93
I -0.04002 1.25490 4.88700 0.15 -0.17 0.28
C 1.90942 -0.20825 3.12330 0.82 0.13 0.25
O 0.89629 -0.21237 2.30459 0.77 0.00 -0.09
C 3.27565 -0.63468 2.75418 -2.04 0.12 0.43
C 3.50607 -0.95392 1.28230 -0.57 0.33 0.51
N 2.86546 0.04845 0.39267 0.53 0.87 1.23
C 3.35493 1.45963 0.65744 -0.44 -2.27 -0.78
C 2.39810 2.46479 0.13346 -0.17 -0.47 1.18
C 2.86994 3.75178 0.02861 -2.56 1.23 -1.72
C 2.01626 4.69669 -0.60084 0.36 -0.31 0.68
C 0.69557 4.29924 -0.87790 1.26 -1.47 0.96
C 0.28214 3.01594 -0.50247 0.64 -0.31 0.35
N 1.12504 2.08181 -0.02112 -0.11 0.92 -0.68
C 4.21827 -0.79010 3.76561 0.87 0.01 -0.60
H 2.52395 0.11270 6.56213 -0.22 0.15 -0.97
H 3.05429 -1.89972 1.00533 -0.22 -0.37 0.11
H 4.55305 -1.05490 1.05514 0.72 0.07 0.10
H 3.01796 -0.25815 -0.54245 0.46 0.23 -0.99
H 4.33043 1.63706 0.22427 0.38 -0.08 -0.16
H 3.46101 1.53498 1.72455 -0.07 0.16 0.57
H 3.80793 4.01725 0.41914 1.22 0.24 0.07
H 2.41321 5.71687 -0.79012 -0.62 -0.79 0.06
H -0.05002 4.87952 -1.31036 -0.83 1.40 -0.71
H -0.75839 2.69070 -0.54293 0.20 0.28 -0.25
H 5.22812 -1.14969 3.49251 -0.58 0.33 0.15
N -6.22809 -0.83708 2.64117 0.89 0.03 1.08
C -5.68559 -0.90135 1.40027 -0.16 0.52 -1.19
O -6.36303 -1.19153 0.43259 0.09 -0.15 0.08
C -4.22168 -0.47084 1.13861 -1.05 0.47 1.35
C -3.84332 -0.16646 -0.15759 1.23 -0.27 0.28
C -2.50311 0.10475 -0.41654 0.40 -0.72 2.11
N -1.53596 0.10626 0.55816 -1.41 -0.57 -0.30
C -1.96245 -0.14048 1.82023 1.16 0.69 -0.42
C -3.28510 -0.31804 2.15474 -0.30 -0.46 0.57
H -7.17624 -1.15554 2.80435 0.33 0.03 -0.41
H -5.64108 -0.74690 3.46751 -0.30 0.02 -0.49
H -4.51331 -0.23866 -0.97361 -0.70 -0.13 -0.50
H -2.16063 0.09651 -1.41724 0.37 0.60 -0.93
H -1.17399 -0.21416 2.58326 -0.40 0.30 -0.47
H -3.49481 -0.38394 3.24024 -0.09 -0.28 -0.88
O 0.10456 -1.88798 -0.73007 -0.28 0.37 -1.91
C 0.26099 -1.27474 -1.85087 2.51 0.12 1.30
O 0.92594 -0.15388 -1.86618 -1.52 -1.66 0.38
C -0.19869 -1.78185 -3.17408 -1.04 0.44 -1.49
C -0.97194 -2.96364 -3.43764 -0.27 0.96 -0.51
C -1.78897 -3.07051 -4.57028 1.78 1.74 -0.45
C -1.68505 -1.95460 -5.50745 -0.30 -1.98 1.38
C -0.89870 -0.84436 -5.35239 1.23 0.43 -0.04
C -0.06856 -0.81573 -4.18792 -1.52 0.52 -0.83
N -2.38458 -2.16953 -6.74178 -1.70 -0.62 -2.43
O -3.00881 -3.25892 -6.83573 1.10 2.55 -0.45
O -2.31827 -1.30296 -7.64450 -0.23 -1.88 1.87
H -0.89726 -3.78651 -2.76499 -0.24 -0.31 0.67
H -2.37832 -3.95691 -4.85462 0.48 0.72 0.43
H -0.87650 -0.02844 -6.15410 0.02 -1.44 1.37
H 0.53146 0.08732 -4.06104 -0.14 -0.53 0.33
```
Forces are in eV/Å.

Energy above the lowest of the compared OMol25 structures with the same formula, charge and spin   0.000 eV
Frontier orbital gap   6.006 eV
Total energy   -68685.6851 eV
Net charge   0

Atom charges from the Löwdin analysis, given in e for atoms 1 to 6: 0.6680, 0.8508, -0.7872, -0.2524, -0.6221, 0.9047

=====

The following is a quantum chemistry calculation of a molecular structure, C2H4HgNaO2 in a non-equilibrium geometry, from the OMol25 dataset.

```
10
Properties=species:S:1:pos:R:3:forces:R:3
O 1.64572 -0.74018 -0.36424 5.85 4.77 -3.76
C -2.09332 0.26863 -0.74533 -0.51 -0.26 -0.20
C -2.32334 0.45602 0.68489 -0.24 0.50 0.25
O -0.99635 0.14119 0.22459 -0.62 1.17 -0.90
Na 1.12435 1.33369 0.25776 0.07 0.17 -0.04
Hg 0.39731 -1.72980 0.43998 -4.92 -6.43 4.00
H -2.48329 -0.64580 -1.19653 0.53 -0.06 0.29
H -2.00776 1.06651 -1.48395 0.07 0.13 0.59
H -2.75958 -0.35988 1.26429 -0.07 0.35 -0.19
H -2.39956 1.46719 1.08850 -0.17 -0.35 -0.03
```
Forces are in eV/Å.

Energy above the lowest of the compared OMol25 structures with the same formula, charge and spin   0.876 eV
Frontier orbital gap (alpha / beta)   7.532 / 8.525 eV
2S+1   3
Total energy   -14813.4173 eV
Net charge   +1

Atom charges from the Löwdin analysis, given in e for atoms 1 to 6: -0.6050, -0.0816, -0.1028, -0.3949, 0.6728, 1.0046

=====

The following is a quantum chemistry calculation of 11 unconnected molecules or ions with the total composition C20H57BF4NO9 in a non-equilibrium geometry, from the OMol25 dataset.

```
92
Properties=species:S:1:pos:R:3:forces:R:3
B -0.02847 0.35638 -0.31196 -2.80 -0.70 1.85
F 1.23335 0.23245 -0.53959 4.20 0.85 -1.01
F -0.75564 1.13045 -1.23089 0.28 0.20 0.13
F -0.50031 -0.99149 -0.39607 -1.11 0.02 0.30
F -0.22494 0.87396 1.06495 -0.22 -0.24 -1.68
C 3.67188 2.49104 -2.17131 1.80 -0.65 -0.52
C 5.26166 2.67797 -2.32204 -10.98 -2.05 0.55
N 6.34038 2.74339 -2.49223 8.09 0.76 -1.06
H 3.59637 3.11845 -1.30373 -1.18 0.40 0.31
H 3.11995 2.91555 -3.09018 1.01 -0.75 1.71
H 3.29858 1.40891 -1.85657 1.22 2.27 -0.96
C 1.88107 -2.52883 -4.61156 -0.99 3.90 1.17
C 1.61845 -2.29204 -3.12823 0.35 -5.83 -0.92
O 0.52029 -3.12229 -2.56287 1.26 3.23 -0.40
H 1.21100 -1.69666 -5.02115 0.76 -1.76 -0.72
H 1.73295 -3.48804 -4.94536 -0.36 -2.10 -1.05
H 2.90348 -2.16343 -4.69150 0.15 -0.27 -0.68
H 1.65332 -1.30248 -3.18853 -1.47 4.57 1.41
H 2.50418 -2.56014 -2.62528 1.06 -0.61 1.11
H 0.30200 -2.50846 -1.83083 -0.66 -1.01 -0.07
C -2.79288 -4.00248 -1.93436 0.29 2.35 -2.65
C -2.25553 -4.66102 -3.28179 0.54 4.12 0.22
O -1.85418 -3.52623 -4.17184 -5.75 -2.17 -1.26
H -3.73258 -3.28855 -2.21026 1.72 -2.37 0.58
H -2.09632 -3.21824 -1.57336 -0.04 -1.10 0.33
H -2.94569 -4.86446 -1.33983 -0.66 -0.24 1.51
H -3.21423 -5.09419 -3.57414 0.81 -0.52 -1.30
H -1.30759 -5.20995 -3.34994 -0.90 -0.88 1.14
H -1.02187 -3.21836 -4.03119 3.85 0.79 1.48
C 0.54514 5.41510 -2.98496 0.19 0.80 -2.00
C -0.19332 4.21912 -2.45778 -5.34 3.25 0.22
O 0.68595 3.37091 -1.96501 2.13 -3.41 0.54
H -0.06007 6.22550 -3.37349 -1.11 -0.26 -0.27
H 1.09201 5.09064 -3.89820 0.28 0.24 0.75
H 1.13754 6.05084 -2.34214 0.79 -0.85 0.77
H -0.99707 3.88440 -3.37267 2.19 0.28 2.46
H -0.87098 4.59733 -1.51526 0.81 -0.70 -2.30
H 0.28473 2.51502 -1.69640 0.05 0.76 -0.21
C 2.44378 1.98468 3.07990 0.59 1.87 -2.64
C 2.46062 3.11913 2.07416 1.59 0.72 -1.82
O 3.16348 4.21888 2.55972 1.87 -0.27 4.63
H 1.72777 2.18578 3.78077 -1.11 0.71 2.63
H 3.43581 1.75281 3.32193 1.33 -0.05 1.18
H 2.07169 1.15049 2.61797 -1.01 -2.28 -1.54
H 1.57508 3.65227 1.86328 -2.23 -1.08 -0.72
H 3.05343 2.97303 1.13279 -1.16 -1.35 0.28
H 3.27921 4.90424 1.96562 0.06 1.69 -2.03
C -1.42737 -0.51651 5.28738 1.42 4.28 2.94
C -1.18841 0.35513 4.01525 1.58 -2.45 1.20
O -0.34838 -0.52816 3.29728 0.08 -1.07 -4.74
H -0.54375 -0.42912 6.19205 -2.12 -0.76 -3.00
H -1.79436 -1.48638 5.05231 -0.10 -0.69 0.02
H -2.18020 0.17309 5.71788 -0.39 -1.08 0.68
H -0.46242 1.17093 4.23962 -1.71 0.48 0.00
H -2.22550 0.50454 3.62150 1.25 0.58 -0.29
H -0.41537 -0.47217 2.24120 0.08 0.45 3.62
C 4.17489 -2.87503 0.89413 -0.89 2.81 -1.44
C 3.26398 -1.82005 1.67804 7.60 0.32 0.50
O 4.00333 -1.61215 2.96012 -0.45 0.29 -0.03
H 3.56604 -3.24300 0.06200 0.19 0.06 -0.14
H 4.47694 -3.71362 1.43113 0.12 -1.29 1.53
H 5.13736 -2.44472 0.47958 -1.27 -0.05 0.46
H 2.41490 -2.19196 1.97039 -5.12 -2.02 0.78
H 3.26024 -0.85117 1.23425 -0.53 0.40 -0.92
H 3.48279 -1.04246 3.56447 0.24 -0.48 -0.75
C -2.48410 5.11290 1.56637 1.82 0.69 2.19
C -1.80635 3.73007 1.22926 -1.25 2.71 -1.39
O -1.82076 2.98084 2.34580 0.64 -2.28 2.23
H -2.54379 5.79348 0.71391 -0.28 -0.39 -0.13
H -1.83095 5.83542 2.41439 -2.04 -2.47 -2.10
H -3.49950 4.76949 1.93631 1.12 1.09 -0.15
H -0.78981 3.76280 0.85543 0.17 0.50 -0.62
H -2.51843 3.32787 0.49885 0.45 -0.26 -0.54
H -1.24824 2.20836 2.15059 -0.58 0.39 0.36
C -0.88986 -5.34197 1.72315 0.31 -1.89 0.72
C -0.87516 -3.90714 1.51758 0.59 -2.57 -4.49
O -0.21226 -3.65962 0.32355 2.88 2.65 -2.22
H -1.62558 -5.44134 2.52589 0.68 -0.91 0.64
H 0.12012 -5.83194 1.77533 -0.87 0.62 0.89
H -1.33139 -5.87885 0.91030 -0.51 0.03 -0.92
H -0.48425 -3.38971 2.23470 2.00 3.08 4.70
H -1.77589 -3.63292 1.19308 -4.63 1.37 0.42
H -0.09135 -2.65069 0.18962 -0.46 -2.44 0.49
C -5.46030 -0.37308 -0.70448 2.46 -4.26 -7.90
C -3.99091 -0.41990 -0.47369 -0.17 -0.95 -1.46
O -3.47106 0.81452 -0.89908 0.41 0.29 0.78
H -5.75357 0.15717 -1.67468 0.82 -0.96 0.83
H -5.88435 0.14952 -0.09037 -4.46 5.96 7.30
H -6.01450 -1.30609 -0.68481 0.41 -0.55 -0.10
H -3.52751 -1.21049 -1.02943 0.17 -0.52 -1.03
H -3.82104 -0.83836 0.49977 0.47 0.97 1.48
H -2.51740 0.74107 -1.05448 -0.30 0.05 0.13
```
Forces are in eV/Å.

Energy above the lowest of the compared OMol25 structures with the same formula, charge and spin   0.295 eV
Frontier orbital gap   9.791 eV
Total energy   -53125.4300 eV
Net charge   -1

Atom charges from the Löwdin analysis, given in e for atoms 1 to 6: -1.2504, 0.2578, 0.1261, 0.0910, 0.0446, -0.0495

=====

The following is a quantum chemistry calculation of a molecular structure, C3H7O2P in a non-equilibrium geometry, from the OMol25 dataset.

```
13
Properties=species:S:1:pos:R:3:forces:R:3
C -1.98558 0.16487 -0.07121 -0.80 1.48 1.78
C -0.80320 0.33150 0.53372 -1.29 -0.62 0.75
C 0.39412 -0.19125 -0.18338 1.60 -0.83 5.20
O 1.12928 -1.45504 0.83007 -1.06 1.67 -1.57
O 0.07789 -0.79892 -1.25931 -1.07 -1.67 -4.20
P 1.86574 0.85117 -0.10137 0.52 2.19 0.14
H -2.92501 0.60995 0.32265 0.88 -0.41 0.09
H -2.14367 -0.35763 -0.96779 0.28 -0.49 -1.13
H -0.76000 0.76611 1.57497 0.37 -0.39 -1.55
H 1.24916 -2.18400 0.18995 -0.24 0.53 0.31
H 0.61412 -0.65682 -2.05651 0.25 0.09 0.68
H 2.12561 0.64300 1.31087 -0.46 0.62 -0.86
H 1.16156 2.27706 -0.12266 1.03 -2.18 0.35
```
Forces are in eV/Å.

Energy above the lowest of the compared OMol25 structures with the same formula, charge and spin   3.697 eV
Frontier orbital gap   9.873 eV
Total energy   -16604.9903 eV
Net charge   0

Atom charges from the Löwdin analysis, given in e for atoms 1 to 6: 0.0343, -0.1584, -0.8435, -0.2191, 0.0014, 0.8575

=====

What is the total energy in the fourth record?
-14813.4173 eV